A.
CF2O3S | ωB97M-V with the def2-TZVPD basis set

Output
HOMO level = -12.29 eV

The geometry in ORCA input format:
```
! wB97M-V def2-TZVPD RIJCOSX def2/J DEFGRID3
* xyz 0 1
F 1.565 -0.378 -1.205
C -1.038 1.415 0.105
O -1.669 2.012 0.861
O -0.340 0.799 -0.566
O 1.165 -0.879 1.282
F -0.723 -1.518 -0.428
S 1.040 -1.451 -0.048
*
```

These are the Mulliken partial charges, in e, on atoms 1 to 4:
1 F -0.216
2 C 0.718
3 O -0.369
4 O -0.336

---

B.
CF2O3S | ωB97M-V with the def2-TZVPD basis set

Output
HOMO level = -12.13 eV

The geometry in ORCA input format:
```
! wB97M-V def2-TZVPD RIJCOSX def2/J DEFGRID3
* xyz 0 1
C -1.532 0.403 -0.308
F -1.238 1.511 -0.950
F -2.323 -0.302 -1.088
O 2.368 -1.553 1.243
O 1.546 0.030 -0.410
O -1.183 0.118 0.762
S 2.363 -0.206 0.750
*
```

These are the Mulliken partial charges, in e, on atoms 1 to 4:
1 C 0.680
2 F -0.160
3 F -0.167
4 O -0.359

---

Energy comparison, zero being the most stable, in kJ/mol: A 21.9; B 0.0.

---

A.
C2H11NO3 | ωB97M-V with the def2-TZVPD basis set

Output
<S²> = 0.750
HOMO level (spin up / spin down) = 1.12 / -6.21 eV

The geometry in ORCA input format:
```
! wB97M-V def2-TZVPD RIJCOSX def2/J DEFGRID3
* xyz -1 2
H -2.142 -0.721 -0.634
H -1.095 1.593 -0.038
H 0.372 -2.003 -0.020
H -2.093 2.237 -1.125
O -1.632 1.437 -0.846
H 0.211 2.077 1.968
H 2.139 -0.039 -0.790
H -1.825 -1.813 -1.644
C 1.237 -0.306 -0.217
N 0.379 1.597 1.075
C 1.176 0.354 1.154
H 2.238 0.445 1.594
H 0.406 0.064 -0.855
O 1.282 -1.723 -0.195
O -1.764 -1.616 -0.703
H 0.666 -0.331 1.811
H 1.047 2.198 0.581
*
```

These are the Mulliken partial charges, in e, on atoms 1 to 4:
1 H 0.331
2 H 0.414
3 H 0.265
4 H 0.303

---

B.
C2H11NO3 | ωB97M-V with the def2-TZVPD basis set

Output
<S²> = 0.750
HOMO level (spin up / spin down) = 0.98 / -4.85 eV

The geometry in ORCA input format:
```
! wB97M-V def2-TZVPD RIJCOSX def2/J DEFGRID3
* xyz -1 2
O 1.580 -1.573 0.534
H 1.109 -1.388 1.364
H -0.422 -3.339 0.113
C -1.206 1.426 0.097
H 2.351 -0.978 0.630
H 2.070 1.786 -1.758
O 2.255 1.068 -1.157
N -1.280 0.182 -0.518
H -1.001 -0.604 0.064
H -0.147 2.914 1.044
H -1.146 -2.652 -0.964
C -0.453 1.878 1.124
H -2.129 0.076 -1.054
O -1.206 -2.763 0.004
H 1.461 0.570 -0.955
H -1.780 2.174 -0.451
H -0.057 1.223 1.884
*
```

These are the Mulliken partial charges, in e, on atoms 1 to 4:
1 O -0.852
2 H 0.486
3 H 0.434
4 C -0.666

---

C.
C2H11NO3 | ωB97M-V with the def2-TZVPD basis set

Output
<S²> = 0.750
HOMO level (spin up / spin down) = 1.26 / -6.06 eV

The geometry in ORCA input format:
```
! wB97M-V def2-TZVPD RIJCOSX def2/J DEFGRID3
* xyz -1 2
H 0.850 -1.913 1.917
H 1.958 0.384 1.538
H -1.093 4.555 -3.144
H -3.120 -0.795 -1.906
H 3.507 -1.185 1.130
N 1.508 -0.279 0.972
H 3.182 -0.493 -0.372
O -2.672 -1.419 -1.252
C 2.588 -1.149 0.396
H -3.287 -1.210 -0.497
H 0.612 -0.482 2.744
O -2.068 4.720 -2.814
H -1.416 -1.432 1.827
C 0.554 -0.933 1.783
H 2.160 -2.168 0.055
H -2.450 4.706 -3.703
O -0.814 -0.906 1.326
*
```

These are the Mulliken partial charges, in e, on atoms 1 to 4:
1 H 0.265
2 H 0.241
3 H 0.432
4 H 0.564

---

Energy comparison, zero being the most stable, in kJ/mol: A 0.0; B 58.3; C 197.0.

---

A.
C5H7ClOS | ωB97M-V with the def2-TZVPD basis set

Output
SMILES = Cl[C@@H]1[C@H]2CSCO[C@H]12
HOMO level = -9.12 eV

The geometry in ORCA input format:
```
! wB97M-V def2-TZVPD RIJCOSX def2/J DEFGRID3
* xyz 0 1
C 0.164 0.985 1.515
H -1.218 -0.341 0.702
H 1.189 -2.427 -1.078
H -1.903 0.760 -1.302
H -0.456 1.744 -1.440
C 0.481 -1.701 -0.737
Cl -0.240 0.404 3.093
C -0.860 0.811 -1.103
O 1.238 -1.137 0.394
S -0.039 -0.515 -2.075
H 0.300 2.066 1.522
H 1.480 0.877 -0.017
C -0.597 0.478 0.321
H -0.382 -2.171 -0.286
C 0.845 0.167 0.493
*
```

These are the Mulliken partial charges, in e, on atoms 1 to 4:
1 C -0.050
2 H 0.294
3 H 0.323
4 H 0.391

---

B.
C5H7ClOS | ωB97M-V with the def2-TZVPD basis set

Output
SMILES = CC(=O)[C@@H](Cl)C(C)=S
HOMO level = -8.90 eV

The geometry in ORCA input format:
```
! wB97M-V def2-TZVPD RIJCOSX def2/J DEFGRID3
* xyz 0 1
S -0.961 1.745 -2.212
H 0.458 -2.791 -0.597
H -1.157 2.670 0.803
C -0.194 2.274 0.350
C 0.719 -0.793 0.036
H 0.396 3.044 -0.195
H -1.145 -0.829 -1.164
C -0.686 -0.234 -0.334
Cl -1.826 -0.544 1.034
O 1.692 -0.081 -0.050
C -0.585 1.256 -0.667
H 1.871 -2.638 0.406
C 0.798 -2.313 0.322
H 0.457 1.818 1.064
H 0.162 -2.585 1.202
*
```

These are the Mulliken partial charges, in e, on atoms 1 to 4:
1 S -0.207
2 H 0.326
3 H 0.289
4 C -1.014

---

Energy comparison, zero being the most stable, in kJ/mol: A 187.0; B 0.0.

---

A.
CH3FN2OS | ωB97M-V with the def2-TZVPD basis set

Output
SMILES = [H]/N=C\F.ON=S
HOMO level (spin up / spin down) = -8.58 / -8.58 eV

The geometry in ORCA input format:
```
! wB97M-V def2-TZVPD RIJCOSX def2/J DEFGRID3
* xyz 0 1
H 1.256 -0.610 0.038
H -1.554 -0.804 -0.654
H 0.355 1.176 0.382
O 2.285 -0.888 0.082
C -1.302 0.206 -0.254
S 4.391 0.501 -0.118
N 2.921 0.324 0.300
N -0.087 0.392 -0.090
F -2.336 1.055 0.013
*
```

These are the Mulliken partial charges, in e, on atoms 1 to 4:
1 H 0.533
2 H 0.286
3 H 0.260
4 O -0.347

---

B.
CH3FN2OS | ωB97M-V with the def2-TZVPD basis set

Output
SMILES = O=C(F)NNS
HOMO level = -9.98 eV

The geometry in ORCA input format:
```
! wB97M-V def2-TZVPD RIJCOSX def2/J DEFGRID3
* xyz 0 1
N 0.320 -1.142 -0.441
H -1.639 -0.555 -0.046
N -0.774 -0.140 0.306
S -0.672 1.433 -0.239
F 1.103 -2.494 -1.976
H 0.142 1.847 0.750
O -0.997 -1.766 -2.192
C 0.012 -1.760 -1.573
H 1.230 -1.146 -0.016
*
```

These are the Mulliken partial charges, in e, on atoms 1 to 4:
1 N -0.117
2 H 0.299
3 N -0.413
4 S -0.041

---

Energy comparison, zero being the most stable, in kJ/mol: A 188.4; B 0.0.

---

A.
C10H9N3S | ωB97M-V with the def2-TZVPD basis set

Output
SMILES = [H]/N=C(/Nc1ccccc1)c1cscn1
HOMO level = -8.02 eV

The geometry in ORCA input format:
```
! wB97M-V def2-TZVPD RIJCOSX def2/J DEFGRID3
* xyz 0 1
C 1.269 -1.848 3.037
H 1.311 0.732 -4.015
C -0.318 0.619 -0.977
C 0.452 -1.162 2.225
H 1.543 -0.237 -1.777
C -1.444 1.420 -1.314
H -2.241 1.623 -0.592
H -0.916 0.328 0.988
C 0.686 0.401 -1.936
H -0.637 2.170 -4.525
H -1.474 -0.775 4.821
H 2.138 -2.169 0.721
H -2.421 2.510 -2.923
N -0.199 0.089 0.301
N 1.646 -1.442 0.201
H 2.214 -2.219 2.696
C -0.707 -1.051 4.121
N -0.699 -0.735 2.858
C 0.551 0.901 -3.237
S 0.686 -1.948 4.703
C -1.567 1.943 -2.613
C -0.552 1.717 -3.565
C 0.678 -0.868 0.804
*
```

These are the Mulliken partial charges, in e, on atoms 1 to 4:
1 C -0.444
2 H 0.318
3 C 0.614
4 C 0.297

---

B.
C10H9N3S | ωB97M-V with the def2-TZVPD basis set

Output
SMILES = Nc1nc2c(s1)CCc1ncccc1-2
HOMO level = -7.72 eV

The geometry in ORCA input format:
```
! wB97M-V def2-TZVPD RIJCOSX def2/J DEFGRID3
* xyz 0 1
H 1.002 -0.228 -2.444
H 2.065 1.122 -2.299
C 0.552 -0.280 0.457
H 0.238 -1.023 2.366
N -4.018 0.242 1.412
N -1.728 0.120 1.165
H -4.812 0.380 0.821
S -2.833 1.269 -0.859
C 1.154 0.602 -1.844
H -4.081 -0.451 2.137
H 3.976 -2.113 0.605
H 0.349 2.469 -1.773
C -1.101 1.064 -0.947
C -2.825 0.477 0.671
C -0.034 1.468 -1.993
H -0.426 1.432 -3.025
C 0.937 -1.002 1.553
C 3.092 -1.488 0.610
C 2.205 -1.569 1.631
H 2.584 -2.236 2.471
N 2.827 -0.676 -0.443
C 1.582 -0.004 -0.549
C -0.706 0.424 0.277
*
```

These are the Mulliken partial charges, in e, on atoms 1 to 4:
1 H 0.256
2 H 0.280
3 C 0.679
4 H 0.498

---

Energy comparison, zero being the most stable, in kJ/mol: A 0.0; B 51.3.